#one
This record from OMol25 describes a molecular structure, C2H5N3O2S. The level of theory is wB97M-V/def2-TZVPD.

Geometry (Å):
C -0.15 0.26 -0.78
C 2.47 0.36 0.42
H -2.07 -0.26 1.45
H -3.19 -0.61 -0.11
H -1.90 1.23 -0.58
H 0.15 -1.50 0.42
H 3.63 0.37 0.84
N -2.02 -0.72 0.59
N -1.54 0.33 -0.47
N 0.43 -0.99 -0.45
O 0.39 1.13 -1.49
O 1.68 1.40 0.71
S 2.13 -0.99 -0.55

Highest occupied orbital energy ... -0.352 hartree
Total charge ... 0
Orbital gap ... 9.677 eV

---

#two
This record from OMol25 describes C2H5N3O2S in the gas phase. The level of theory is wB97M-V/def2-TZVPD.

Geometry (Å):
N 0.82 -1.62 -0.47
C 0.30 -0.44 -0.10
N -0.69 0.18 -0.65
S -1.45 -0.57 -1.97
C 1.06 0.20 1.06
O 2.10 -0.27 1.46
N 0.54 1.35 1.55
O -0.81 1.71 1.47
H 1.67 -1.94 -0.01
H 0.58 -2.06 -1.33
H -2.12 0.52 -2.31
H 0.97 1.76 2.37
H -1.05 1.49 0.54

Highest occupied orbital energy ... -0.326 hartree
Total charge ... 0
Orbital gap ... 9.497 eV

---

It turns out #two is the most stable, with the second structure 2.768 eV higher.

---

#one
This record from OMol25 describes 2 unconnected molecules or ions with the total composition C2H10N3O. The level of theory is wB97M-V/def2-TZVPD.

Geometry (Å):
C -0.38 -0.39 2.08
N -0.86 -0.28 0.69
C -0.19 -0.69 -0.39
N -0.98 -0.96 -1.46
N 1.13 -0.70 -0.52
H -1.16 -0.15 2.80
H 0.40 0.35 2.24
H -0.03 -1.41 2.27
H -1.83 -0.05 0.58
H -1.96 -1.02 -1.24
H -0.49 -1.33 -2.26
H 1.51 -0.99 -1.40
H 1.55 -0.02 0.11
H 1.17 2.71 -1.22
H 1.58 2.84 0.24
O 0.94 2.40 -0.33

Highest occupied orbital energy ... -0.539 hartree
Total charge ... +1
Orbital gap ... 11.588 eV

---

#two
This record from OMol25 describes 2 unconnected molecules or ions with the total composition C2H10N3O. The level of theory is wB97M-V/def2-TZVPD.

Geometry (Å):
C -1.29 -0.78 0.12
N 0.03 -1.14 0.56
C 1.11 -0.38 0.30
N 2.00 -0.33 1.33
N 1.40 0.02 -0.93
H -1.46 0.24 0.53
H -1.35 -0.70 -1.03
H -1.94 -1.60 0.50
H -0.07 -1.52 1.52
H 2.93 -0.20 1.14
H 1.68 -0.84 2.14
H 2.26 0.67 -1.02
H 0.61 0.27 -1.49
H -2.62 2.41 -0.95
H -1.22 2.18 -1.35
O -2.07 1.70 -1.38

Highest occupied orbital energy ... -0.541 hartree
Total charge ... +1
Orbital gap ... 11.311 eV

---

It turns out #one is the most stable, with the second structure 0.759 eV higher.

---

#one
This record from OMol25 describes 2 unconnected molecules or ions with the total composition C3H4ClNO2S. The level of theory is wB97M-V/def2-TZVPD.

Geometry (Å):
C -1.62 0.11 0.10
C 0.50 1.31 -0.19
C 1.00 0.14 0.25
N -1.50 -0.43 1.09
O -0.93 -0.79 2.05
O 1.03 -0.77 -2.08
S 1.45 -1.14 -0.77
Cl 0.06 -2.51 -0.13
H -1.97 0.44 -0.82
H 0.41 1.49 -1.34
H 0.29 2.08 0.51
H 1.27 0.05 1.31

Highest occupied orbital energy ... -0.349 hartree
Total charge ... 0
Orbital gap ... 9.134 eV

---

#two
This record from OMol25 describes C3H4ClNO2S in the gas phase. The level of theory is wB97M-V/def2-TZVPD.

Geometry (Å):
C 1.00 -1.52 0.37
C -0.15 -0.52 0.52
C 0.65 0.43 -0.37
N 1.74 -0.59 -0.48
O 1.30 -2.56 0.90
O 4.11 -1.30 -0.38
S 3.34 -0.16 -0.83
Cl 3.53 1.37 0.79
H -1.10 -0.88 0.36
H -0.20 -0.25 1.59
H 0.14 0.62 -1.21
H 1.09 1.24 0.09

Highest occupied orbital energy ... -0.378 hartree
Total charge ... 0
Orbital gap ... 9.525 eV

---

It turns out #two is the most stable, with the second structure 3.950 eV higher.

---

#one
This record from OMol25 describes C7H12N2 in the gas phase. The level of theory is wB97M-V/def2-TZVPD.

Geometry (Å):
C -1.69 0.36 -0.49
N -1.72 -0.93 0.18
C -0.34 -1.14 0.66
C 0.70 -1.51 -0.43
N 1.86 -0.70 -0.11
C 1.35 0.54 0.45
C 0.62 1.54 -0.46
C -0.65 1.19 0.30
C 0.07 0.21 1.17
H -1.43 0.31 -1.58
H -2.67 0.91 -0.43
H -2.05 -1.70 -0.38
H -0.29 -1.89 1.49
H 0.95 -2.64 -0.35
H 0.33 -1.33 -1.45
H 2.50 -0.57 -0.89
H 2.08 1.07 1.08
H 0.94 2.59 -0.30
H 0.65 1.29 -1.54
H -1.09 2.04 0.82
H -0.12 0.36 2.26

Highest occupied orbital energy ... -0.312 hartree
Total charge ... 0
Orbital gap ... 9.569 eV

---

#two
This record from OMol25 describes C7H12N2 in the gas phase. The level of theory is wB97M-V/def2-TZVPD.

Geometry (Å):
C -0.74 0.66 -1.57
C 1.17 0.07 0.36
C -0.56 -1.25 0.30
C -0.54 0.41 -0.08
N 1.58 0.83 1.51
N 2.06 0.35 -0.70
C 0.75 -1.33 0.63
C -1.64 -1.99 -0.06
C -1.28 1.19 0.79
H 1.12 0.50 2.34
H 1.40 1.82 1.39
H 2.07 -0.35 -1.43
H 2.99 0.60 -0.39
H 1.35 -2.16 0.98
H -1.81 0.71 -1.81
H -0.27 1.59 -1.86
H -0.31 -0.14 -2.17
H -2.64 -1.57 0.00
H -1.53 -2.96 -0.53
H -1.16 1.10 1.86
H -2.01 1.91 0.43

Highest occupied orbital energy (alpha / beta) ... -0.278 / -0.265 hartree
Total charge ... 0
Orbital gap (alpha / beta) ... 7.624 / 6.782 eV

---

It turns out #one is the most stable, with the second structure 3.420 eV higher.

---

#one
This record from OMol25 describes 5 unconnected molecules or ions with the total composition C25H25N5. The level of theory is wB97M-V/def2-TZVPD.

Geometry (Å):
C -15.55 -5.39 -37.37
C -16.22 -6.34 -38.11
C -17.27 -7.01 -37.47
N -17.76 -6.60 -36.26
C -16.98 -5.72 -35.54
C -15.91 -5.00 -36.06
H -14.60 -4.92 -37.57
H -15.88 -6.64 -39.09
H -17.88 -7.74 -37.98
H -17.44 -5.48 -34.59
H -15.32 -4.27 -35.53
C -5.73 -15.24 -41.57
C -6.40 -15.46 -40.36
C -6.63 -14.43 -39.49
N -6.29 -13.14 -39.75
C -5.68 -12.87 -40.93
C -5.35 -13.89 -41.88
H -5.50 -16.03 -42.27
H -6.50 -16.48 -40.03
H -6.99 -14.74 -38.52
H -5.34 -11.85 -41.06
H -4.84 -13.70 -42.82
C -10.33 -13.25 -47.38
C -9.63 -14.06 -48.31
C -10.00 -15.37 -48.41
N -11.04 -15.94 -47.79
C -11.66 -15.21 -46.90
C -11.35 -13.83 -46.66
H -10.12 -12.19 -47.31
H -8.89 -13.54 -48.90
H -9.43 -15.98 -49.09
H -12.54 -15.62 -46.43
H -11.80 -13.39 -45.78
C -11.44 -6.67 -43.11
C -11.41 -5.29 -42.92
C -10.72 -4.77 -41.78
N -10.09 -5.61 -40.94
C -10.11 -6.96 -41.16
C -10.78 -7.57 -42.24
H -11.93 -7.16 -43.94
H -11.72 -4.59 -43.67
H -10.72 -3.70 -41.63
H -9.64 -7.58 -40.42
H -10.76 -8.64 -42.38
C -11.61 3.13 -44.00
C -12.56 3.90 -43.33
C -13.22 4.87 -44.11
N -12.93 5.06 -45.44
C -11.91 4.36 -46.01
C -11.27 3.33 -45.35
H -11.06 2.42 -43.40
H -12.71 3.85 -42.26
H -13.84 5.59 -43.61
H -11.53 4.63 -46.98
H -10.54 2.70 -45.83

Highest occupied orbital energy ... -0.356 hartree
Total charge ... 0
Orbital gap ... 10.153 eV

---

#two
This record from OMol25 describes 2 unconnected molecules or ions with the total composition C25H25N5. The level of theory is wB97M-V/def2-TZVPD.

Geometry (Å):
C 5.59 -3.19 0.99
N 4.27 -3.18 0.41
C 3.75 -4.34 -0.29
C 2.34 -3.91 -0.76
C 2.20 -2.51 -0.27
C 3.38 -2.16 0.44
C 3.47 -0.94 1.13
C 2.37 -0.10 1.12
C 1.23 -0.35 0.28
C 0.16 0.56 0.07
C 0.08 1.92 0.43
C -1.18 2.58 0.29
C -1.34 3.87 0.73
C -0.27 4.55 1.37
N -0.67 5.80 1.74
C 0.12 6.78 2.43
C -2.03 6.10 1.32
C -2.50 4.79 0.63
C 1.00 3.96 1.48
C 1.18 2.71 0.93
C 1.15 -1.63 -0.37
H 5.80 -2.21 1.43
H 5.66 -3.96 1.77
H 6.34 -3.42 0.23
H 4.40 -4.62 -1.14
H 3.70 -5.21 0.38
H 2.26 -3.98 -1.85
H 1.59 -4.57 -0.33
H 4.38 -0.69 1.69
H 2.37 0.75 1.78
H -0.71 0.15 -0.45
H -2.02 2.05 -0.17
H 1.09 6.36 2.69
H 0.27 7.68 1.81
H -0.39 7.11 3.35
H -2.66 6.36 2.18
H -2.04 6.95 0.62
H -2.78 5.00 -0.41
H -3.39 4.40 1.14
H 1.81 4.51 1.96
H 2.19 2.33 0.86
H 0.26 -1.89 -0.94
C -3.47 -4.53 -3.46
C -2.78 -3.37 -3.12
C -3.37 -2.51 -2.18
C -4.64 -2.82 -1.61
C -5.31 -4.00 -1.96
C -4.71 -4.85 -2.88
N -4.95 -1.80 -0.73
N -3.92 -0.93 -0.77
N -2.94 -1.32 -1.61
H -3.04 -5.23 -4.19
H -1.82 -3.06 -3.53
H -6.27 -4.18 -1.47
H -5.20 -5.78 -3.18

Highest occupied orbital energy ... -0.220 hartree
Total charge ... 0
Orbital gap ... 3.985 eV

---

It turns out #two is the most stable, with the second structure 0.210 eV higher.

---

#one
This record from OMol25 describes 20 unconnected molecules or ions with the total composition C20H80O20. The level of theory is wB97M-V/def2-TZVPD.

Geometry (Å):
C -0.29 -6.46 -3.33
O 0.20 -5.62 -2.37
H -1.06 -5.96 -3.93
H 0.53 -6.75 -3.97
H -0.80 -7.45 -3.05
H 0.83 -6.01 -1.73
C -4.84 2.48 -1.64
O -3.84 1.71 -1.10
H -5.69 2.38 -0.92
H -4.57 3.59 -1.77
H -5.08 2.16 -2.64
H -3.07 1.72 -1.68
C -5.94 0.77 1.06
O -4.69 0.18 0.82
H -6.37 0.38 1.99
H -5.89 1.83 1.26
H -6.71 0.44 0.33
H -4.37 0.41 -0.07
C -0.71 4.25 -0.99
O -0.19 2.99 -0.40
H -0.17 5.05 -0.56
H -0.66 4.40 -2.05
H -1.77 4.43 -0.70
H 0.06 2.34 -1.11
C -4.64 -1.19 4.40
O -3.30 -0.82 4.78
H -4.67 -1.36 3.33
H -4.90 -2.08 4.96
H -5.42 -0.42 4.74
H -3.15 0.07 4.31
C 3.84 0.91 1.03
O 3.00 0.19 0.19
H 4.42 1.58 0.43
H 3.36 1.60 1.76
H 4.54 0.21 1.58
H 2.11 -0.07 0.58
C -0.04 -0.94 -0.62
O 0.44 -0.36 0.55
H 0.50 -0.61 -1.49
H 0.09 -2.04 -0.77
H -1.09 -0.88 -0.68
H -0.05 -0.66 1.31
C 2.39 -0.22 4.41
O 2.13 0.16 5.76
H 1.47 -0.39 3.88
H 2.86 0.62 3.90
H 2.97 -1.17 4.43
H 1.52 -0.44 6.19
C -1.75 -2.61 -3.46
O -0.42 -3.05 -3.46
H -1.66 -1.59 -4.03
H -2.42 -3.27 -4.02
H -2.03 -2.39 -2.44
H -0.25 -3.71 -2.81
C 0.30 -2.82 -6.88
O 0.93 -3.72 -5.93
H 0.12 -3.42 -7.78
H -0.65 -2.41 -6.51
H 0.87 -1.88 -6.99
H 0.52 -3.56 -5.08
C -1.28 0.63 6.64
O -0.71 -0.64 6.31
H -2.22 0.54 7.16
H -0.56 0.94 7.35
H -1.45 1.27 5.80
H -1.31 -1.04 5.72
C 1.30 4.22 2.57
O 1.78 3.84 1.25
H 0.41 4.81 2.47
H 1.12 3.32 3.19
H 2.01 4.99 3.03
H 1.02 3.49 0.79
C -1.98 -2.46 2.38
O -1.21 -1.34 2.76
H -1.51 -3.02 1.59
H -2.25 -3.12 3.18
H -2.95 -2.03 2.00
H -1.73 -0.63 3.15
C 2.90 -3.64 3.34
O 3.19 -2.64 2.39
H 2.61 -3.17 4.22
H 2.03 -4.18 2.94
H 3.72 -4.37 3.43
H 3.45 -2.96 1.54
C 5.41 -2.19 -0.53
O 4.01 -2.34 -0.40
H 5.73 -1.66 -1.40
H 5.85 -1.68 0.36
H 5.82 -3.24 -0.48
H 3.67 -1.36 -0.31
C 4.47 5.37 -0.74
O 3.22 4.69 -0.92
H 4.88 5.58 -1.72
H 4.24 6.25 -0.14
H 5.22 4.83 -0.14
H 2.80 4.56 0.01
C 2.98 -1.91 -3.62
O 1.77 -1.23 -3.38
H 3.77 -1.35 -3.30
H 3.03 -2.85 -3.05
H 3.16 -2.18 -4.63
H 0.96 -1.77 -3.61
C -2.23 2.14 2.61
O -3.04 1.01 2.84
H -1.51 2.08 3.43
H -1.72 2.23 1.62
H -2.88 3.03 2.69
H -3.37 0.64 2.00
C 2.18 2.46 -3.19
O 1.07 1.60 -2.96
H 2.79 2.54 -2.32
H 2.64 2.13 -4.12
H 1.82 3.48 -3.35
H 1.22 0.65 -3.09
C -2.10 2.73 -4.25
O -1.66 1.88 -3.25
H -1.86 2.34 -5.22
H -3.17 2.80 -4.23
H -1.69 3.69 -4.20
H -0.67 1.75 -3.26

Highest occupied orbital energy ... -0.339 hartree
Total charge ... 0
Orbital gap ... 9.515 eV

---

#two
This record from OMol25 describes 20 unconnected molecules or ions with the total composition C20H80O20. The level of theory is wB97M-V/def2-TZVPD.

Geometry (Å):
C -1.34 -1.95 6.77
O -2.29 -2.18 5.80
H -1.31 -0.95 7.16
H -1.47 -2.68 7.55
H -0.34 -2.21 6.40
H -2.47 -1.43 5.20
C 2.58 -4.02 -2.70
O 2.55 -3.44 -1.38
H 2.75 -3.20 -3.32
H 3.23 -4.87 -2.78
H 1.57 -4.46 -2.82
H 3.26 -2.76 -1.40
C 0.74 1.98 1.73
O 1.22 1.63 0.48
H -0.23 1.58 1.87
H 1.49 1.68 2.48
H 0.68 3.07 1.85
H 0.46 1.33 -0.07
C -1.35 -0.28 -4.64
O -0.16 -1.07 -4.51
H -1.69 -0.07 -3.65
H -1.09 0.70 -5.14
H -2.18 -0.71 -5.19
H -0.40 -1.83 -3.90
C 0.99 1.88 -3.00
O 1.76 1.10 -3.94
H 0.21 2.43 -3.55
H 0.56 1.23 -2.26
H 1.74 2.59 -2.59
H 1.27 0.32 -4.07
C -0.87 -4.69 -3.70
O -0.85 -3.46 -3.07
H -0.39 -5.46 -3.05
H -1.87 -5.09 -3.83
H -0.31 -4.67 -4.66
H -0.71 -3.60 -2.10
C -4.92 -0.10 7.17
O -3.92 -1.07 7.57
H -4.91 0.20 6.08
H -5.95 -0.47 7.31
H -4.76 0.82 7.77
H -3.75 -1.68 6.79
C 4.46 -1.54 -4.93
O 4.51 -0.51 -3.92
H 5.11 -1.32 -5.71
H 4.77 -2.47 -4.53
H 3.40 -1.70 -5.27
H 3.70 0.07 -3.91
C -1.10 -0.88 -1.05
O -1.11 0.50 -0.64
H -0.87 -1.52 -0.21
H -2.16 -1.06 -1.39
H -0.44 -1.02 -1.93
H -1.67 1.06 -1.28
C -3.49 2.10 -3.27
O -2.95 2.01 -1.94
H -4.07 1.23 -3.55
H -4.08 2.95 -3.44
H -2.68 2.18 -4.03
H -2.92 2.86 -1.51
C -2.72 0.93 4.52
O -2.81 -0.34 3.98
H -1.95 1.41 3.98
H -3.67 1.50 4.41
H -2.44 0.97 5.54
H -2.84 -0.25 3.00
C -1.87 4.32 0.85
O -2.15 4.20 -0.56
H -2.35 5.20 1.28
H -2.19 3.39 1.39
H -0.79 4.45 1.02
H -1.65 4.87 -1.04
C 6.64 -5.64 1.23
O 6.51 -4.29 1.46
H 5.71 -6.14 0.93
H 7.31 -5.81 0.40
H 7.06 -6.24 2.08
H 6.24 -3.90 0.64
C -0.40 -4.03 0.94
O -0.09 -4.27 -0.41
H 0.06 -4.84 1.54
H 0.00 -3.05 1.32
H -1.48 -3.98 0.98
H 0.86 -4.19 -0.52
C 5.06 -0.84 -0.47
O 4.65 -1.75 -1.47
H 6.07 -0.69 -0.75
H 4.55 0.11 -0.48
H 5.16 -1.23 0.49
H 4.68 -1.28 -2.25
C -4.05 0.24 0.66
O -2.90 0.29 1.48
H -3.90 0.78 -0.24
H -4.23 -0.81 0.46
H -4.88 0.73 1.21
H -2.15 0.58 0.89
C 1.34 6.22 1.41
O 0.99 5.99 0.05
H 0.50 5.81 2.05
H 2.24 5.63 1.68
H 1.30 7.33 1.55
H 1.62 5.38 -0.39
C -4.50 -3.52 3.30
O -3.26 -4.15 3.40
H -4.95 -3.77 2.36
H -5.19 -3.94 4.09
H -4.48 -2.46 3.47
H -2.79 -3.60 4.05
C 4.17 3.56 -0.96
O 2.93 4.06 -0.31
H 3.92 3.29 -1.98
H 4.92 4.37 -0.92
H 4.57 2.69 -0.44
H 2.39 3.23 -0.22
C -0.07 5.98 -3.17
O -0.93 6.26 -2.06
H -0.03 4.98 -3.56
H -0.31 6.64 -3.97
H 0.99 6.25 -2.88
H -0.39 6.26 -1.22

Highest occupied orbital energy ... -0.355 hartree
Total charge ... 0
Orbital gap ... 10.145 eV

---

It turns out #two is the most stable, with the second structure 0.679 eV higher.